# 1
Formula: C20H18N2O
Source: the Open Molecules 2025 dataset
Level of theory: wB97M-V/def2-TZVPD

Each line ends with the Mulliken charge.
Positions of all 41 atoms, in Å:
1 H -2.79 -1.42 7.37  0.336
2 C 0.71 0.79 -0.51  -0.484
3 H -1.14 2.22 -6.34  0.350
4 H 3.20 0.47 -4.67  0.400
5 H 2.27 0.71 -2.38  0.333
6 H 1.54 -2.12 0.75  0.279
7 H 1.80 0.91 -0.46  0.223
8 C 1.32 0.85 -2.81  0.239
9 C 1.27 -1.01 0.98  -0.552
10 H -2.06 2.00 -4.04  0.459
11 C 0.97 1.55 -6.81  -0.419
12 H -1.82 1.39 -1.77  0.375
13 C 0.72 -0.66 4.64  -0.831
14 N 0.35 1.00 -1.93  0.054
15 H 1.28 -0.31 5.56  0.375
16 C -2.74 -1.69 3.89  -0.844
17 H 2.98 0.64 -6.91  0.347
18 H -0.48 -1.16 6.93  0.377
19 N 0.57 -0.87 2.31  0.197
20 H -3.31 -1.97 3.05  0.466
21 C -3.26 -1.61 5.19  -0.699
22 C -0.09 1.37 -4.67  0.920
23 H 2.35 -0.53 3.35  0.355
24 H -4.31 -1.70 5.27  0.450
25 C -2.42 -1.47 6.28  -0.369
26 C 1.13 0.94 -4.13  0.632
27 C -1.09 -1.27 6.05  -0.717
28 H 0.95 1.81 -7.88  0.391
29 O 0.44 -0.62 -0.16  -0.330
30 C -0.59 -1.14 4.81  1.396
31 C -0.89 1.31 -2.38  -0.064
32 C 2.11 0.94 -6.26  -0.407
33 H -1.38 -1.50 1.66  0.458
34 H 0.22 1.53 0.09  0.451
35 C 2.24 0.73 -4.95  -0.966
36 C -1.34 -1.40 3.64  0.222
37 C 1.24 -0.63 3.41  -0.038
38 C -1.13 1.59 -3.76  -0.979
39 C -0.17 1.81 -5.96  -0.701
40 H 2.11 -0.27 1.14  0.411
41 C -0.73 -1.22 2.41  -0.101

- orbital gap (hartree) = 0.291
- E_tot (Ha) = -957.046526
- charge = +2
- SMILES string = c1ccc2c[n+](COC[n+]3ccc4ccccc4c3)ccc2c1
- 2S+1 = 1
- energy relative to the best compared isomer or geometry (same formula, charge and spin) (kcal per mole) = 42.2
- HOMO energy (eV) = -14.710

# 2
Formula: C20H18N2O2PdS4Te
Source: the Open Molecules 2025 dataset
Level of theory: wB97M-V/def2-TZVPD

Each line ends with the Mulliken charge.
Positions of all 48 atoms, in Å:
1 C -1.79 -1.72 -1.86  0.197
2 C -2.14 -2.20 -3.12  -0.376
3 C -2.28 -3.57 -3.32  -0.506
4 O 6.10 0.91 0.19  -0.378
5 C 3.88 0.94 -0.77  -0.394
6 S -0.07 4.89 2.62  -0.169
7 H 3.54 1.76 -0.13  0.238
8 C -3.64 0.55 0.78  -0.184
9 C 4.41 -0.53 1.15  -0.424
10 H 6.48 -0.39 1.69  0.350
11 H -4.98 0.63 2.45  0.388
12 O 1.25 5.66 4.77  -0.551
13 Te -1.66 0.37 -1.58  0.475
14 H -4.60 0.42 -2.47  0.332
15 S 1.76 3.14 4.16  -0.166
16 C -1.57 -2.61 -0.81  -0.238
17 H 4.21 -1.53 1.53  0.444
18 S -0.61 2.74 0.59  -0.449
19 C 1.00 2.46 2.74  0.189
20 H -1.28 -2.24 0.16  0.349
21 C 1.02 4.76 4.02  0.561
22 N 3.62 -0.33 -0.08  -0.033
23 C -4.68 0.46 -1.39  -0.431
24 H -2.55 -3.94 -4.30  0.374
25 H -2.75 0.59 1.40  0.443
26 H -2.18 -5.52 -2.43  0.379
27 C -6.04 0.55 0.59  -0.438
28 C 0.17 3.26 2.04  0.263
29 H -6.82 0.47 -1.41  0.374
30 H 5.68 0.27 -1.73  0.361
31 H -1.54 -4.66 -0.20  0.373
32 C -5.93 0.49 -0.80  -0.527
33 N 1.30 -1.18 -0.25  -0.716
34 H 4.10 0.22 1.88  0.255
35 H 5.62 2.02 -1.43  0.346
36 S 1.30 0.82 2.29  -0.473
37 C -1.71 -3.97 -1.02  -0.627
38 Pd 0.05 0.60 0.39  0.233
39 C -3.54 0.49 -0.60  0.254
40 C 2.39 -0.78 -0.13  0.745
41 C 5.87 -0.36 0.79  -0.651
42 H 6.19 -1.16 0.11  0.358
43 H -2.30 -1.52 -3.94  0.359
44 C -2.07 -4.45 -2.27  -0.407
45 C 5.38 1.04 -1.02  -0.689
46 C -4.90 0.58 1.37  -0.622
47 H -7.02 0.58 1.05  0.372
48 H 3.32 0.97 -1.70  0.439

- orbital gap (alpha / beta) (hartree) = 0.232 / 0.232
- E_tot (Ha) = -3021.569599
- charge = 0
- 2S+1 = 1
- energy relative to the best compared isomer or geometry (same formula, charge and spin) (kcal per mole) = 3.7
- HOMO energy (alpha / beta) (eV) = -7.025 / -7.025